(1)
{"formula": "C29H33N4", "method": "wB97M-V/def2-TZVPD", "spin_multiplicity": 1, "gap_ev": 7.53, "smiles": "CN1CCCN2CCC[N+](C3(c4ccc(N(C)C)cc4)c4ccccc4-c4ccccc43)=C12", "charge": 1, "symbols": ["C", "N", "C", "C", "C", "N", "C", "C", "C", "N", "C", "H", "H", "H", "H", "H", "H", "H", "H", "H", "H", "H", "H", "H", "H", "H", "C", "N", "C", "C", "C", "C", "C", "C", "C", "C", "C", "C", "C", "C", "C", "C", "C", "C", "C", "C", "C", "C", "H", "H", "H", "H", "H", "H", "H", "H", "H", "H", "H", "H", "H", "H", "H", "H", "H", "H"], "positions_angstrom": [[2.42088, -2.08977, 1.28565], [2.63840, -0.70832, 1.67477], [3.97667, -0.55497, 2.24725], [4.24530, 0.86400, 2.62043], [3.10276, 1.38321, 3.44288], [1.85484, 1.20137, 2.72386], [0.76873, 2.00674, 3.29124], [-0.41413, 1.99721, 2.36660], [0.11606, 1.82376, 0.96779], [0.55014, 0.41362, 0.94632], [1.68462, 0.25358, 1.77651], [1.44222, -2.46998, 1.60092], [2.59464, -2.22847, 0.20995], [3.17562, -2.71763, 1.78083], [4.03881, -1.21250, 3.12621], [4.70416, -0.92065, 1.51286], [5.15891, 0.90320, 3.21533], [4.39243, 1.48280, 1.72945], [3.04588, 0.87003, 4.41671], [3.22026, 2.45801, 3.62796], [0.50585, 1.63470, 4.29624], [1.16583, 3.02650, 3.41823], [-1.07643, 1.15934, 2.62988], [-0.99082, 2.92399, 2.46149], [-0.64368, 2.03969, 0.21404], [0.97368, 2.48196, 0.75814], [-5.86131, 2.17063, -1.09098], [-4.98594, 1.39986, -1.95045], [-5.32639, 1.39344, -3.35715], [-3.75171, 0.95877, -1.54611], [-3.47974, 0.66832, -0.18289], [-2.22969, 0.20786, 0.19612], [-1.17363, 0.11566, -0.72864], [0.20354, -0.30348, -0.21610], [1.27997, -0.18325, -1.27779], [1.51984, -1.44299, -1.84849], [2.50841, -1.59092, -2.81944], [3.15024, -0.43655, -3.28454], [2.83660, 0.82175, -2.76051], [1.90239, 0.96055, -1.72223], [0.69099, -2.45017, -1.15383], [0.01279, -1.80747, -0.09932], [-0.80768, -2.50767, 0.77180], [-0.85917, -3.90332, 0.63449], [-0.11737, -4.55644, -0.35566], [0.64863, -3.83532, -1.27500], [-1.45233, 0.33798, -2.08520], [-2.71848, 0.74764, -2.48881], [-5.54452, 2.08310, -0.05044], [-5.85542, 3.23677, -1.37123], [-6.89357, 1.80792, -1.18021], [-4.99122, 0.45593, -3.81300], [-6.41170, 1.47070, -3.46818], [-4.85218, 2.22421, -3.90063], [-4.26652, 0.75273, 0.56832], [-2.06832, -0.06711, 1.24114], [2.73055, -2.59336, -3.19281], [3.91204, -0.52093, -4.06292], [3.30660, 1.71443, -3.16203], [1.66084, 1.93636, -1.29691], [-1.37896, -1.99730, 1.54817], [-1.49939, -4.47304, 1.30820], [-0.14399, -5.64740, -0.40563], [1.21786, -4.31413, -2.07656], [-0.67120, 0.20556, -2.83774], [-2.89252, 0.93929, -3.54828]]}

=====

(2)
{"formula": "C29H34AuN3O8P", "method": "wB97M-V/def2-TZVPD", "spin_multiplicity": 1, "gap_ev": 7.37, "charge": -1, "symbols": ["Au", "C", "C", "C", "C", "C", "C", "C", "C", "C", "C", "C", "C", "C", "C", "C", "N", "H", "H", "H", "H", "H", "H", "H", "H", "H", "H", "O", "C", "O", "H", "C", "C", "C", "C", "O", "P", "O", "O", "O", "C", "C", "C", "C", "H", "H", "H", "H", "H", "H", "H", "H", "H", "H", "H", "H", "H", "H", "H", "H", "H", "H", "C", "N", "C", "C", "C", "O", "N", "C", "O", "H", "H", "H", "H", "H"], "positions_angstrom": [[-1.32205, 0.36348, 0.44642], [-5.16881, 0.82605, 2.10991], [-5.90523, -0.13337, 1.42426], [-5.28555, -0.91512, 0.46340], [-3.92987, -0.75012, 0.20575], [-3.20142, 0.20842, 0.90588], [-3.81997, 1.01767, 1.84714], [-3.18574, -1.51917, -0.81058], [-3.66413, -2.72225, -1.39773], [-2.85469, -3.38941, -2.25868], [-1.59056, -2.85723, -2.61884], [-0.71008, -3.48926, -3.53599], [0.44590, -2.87192, -3.90756], [0.76425, -1.58422, -3.40447], [-0.05000, -0.96796, -2.50571], [-1.22034, -1.62550, -2.06597], [-2.01176, -1.01808, -1.12585], [-5.65486, 1.43926, 2.85911], [-6.96009, -0.26156, 1.62853], [-5.86737, -1.63201, -0.10207], [-3.25368, 1.78982, 2.34621], [-4.64037, -3.09818, -1.13374], [-3.17711, -4.32569, -2.70095], [-0.98161, -4.45809, -3.93830], [1.12155, -3.35862, -4.59963], [1.66572, -1.07781, -3.72327], [0.18091, 0.00735, -2.11305], [-2.16342, 1.58991, -2.52128], [-2.38512, 2.50794, -1.71566], [-2.12808, 2.50860, -0.48082], [-2.82982, 3.44710, -2.10479], [2.85429, -1.68052, 1.82726], [2.68894, -2.09877, 0.37191], [3.84199, -2.99574, -0.04956], [1.36172, -2.81639, 0.16794], [2.77696, -0.96934, -0.52678], [2.21179, 0.49766, -0.21242], [3.07048, 1.25388, 0.72400], [0.74906, 0.35341, 0.14173], [2.28459, 1.04396, -1.71616], [2.29379, 2.46259, -2.03928], [1.28077, 3.22324, -1.19645], [3.70284, 2.99854, -1.83917], [1.89521, 2.50970, -3.50425], [2.89497, -2.57632, 2.45165], [2.01722, -1.07071, 2.16355], [3.76551, -1.09771, 1.95994], [3.85424, -3.90933, 0.54879], [4.79093, -2.47429, 0.08030], [3.74037, -3.26867, -1.10106], [1.32809, -3.71192, 0.79322], [1.24942, -3.11258, -0.87726], [0.52860, -2.17969, 0.45401], [1.49325, 3.13967, -0.13060], [0.27054, 2.85255, -1.36418], [1.31225, 4.28137, -1.46777], [4.00824, 2.87564, -0.80164], [3.73317, 4.05882, -2.10226], [4.40593, 2.45746, -2.47593], [0.90351, 2.07617, -3.64224], [2.61059, 1.95161, -4.11180], [1.86989, 3.54457, -3.85138], [1.15785, 3.07976, 4.51612], [0.44583, 1.88046, 4.11311], [0.51127, 0.72576, 4.83443], [-0.04251, -0.41940, 4.41388], [-0.64598, -0.44744, 3.08691], [-0.98986, -1.47821, 2.52014], [-0.79634, 0.78080, 2.44876], [-0.28496, 1.95661, 2.91979], [-0.43022, 3.03371, 2.37688], [1.52013, 2.93586, 5.53321], [0.49425, 3.93994, 4.47371], [1.99933, 3.26745, 3.84887], [1.04381, 0.80128, 5.77436], [0.01164, -1.32547, 4.99403]]}

=====

(3)
{"formula": "C29H34CaN3O4Se", "method": "wB97M-V/def2-TZVPD", "spin_multiplicity": 1, "gap_ev": 7.75, "charge": 1, "symbols": ["Ca", "C", "C", "O", "C", "C", "O", "C", "C", "O", "C", "C", "O", "H", "H", "H", "H", "H", "H", "H", "H", "H", "H", "H", "H", "H", "H", "H", "H", "N", "C", "C", "C", "C", "C", "C", "C", "C", "C", "C", "C", "C", "C", "H", "H", "H", "H", "H", "H", "H", "H", "H", "H", "C", "N", "C", "Se", "N", "C", "C", "C", "C", "C", "C", "H", "H", "H", "H", "H", "H", "H", "H"], "positions_angstrom": [[-1.00474, -1.20028, -0.68396], [-1.68725, -0.91398, 2.38623], [-3.09961, -0.67809, 1.89772], [-3.08469, -0.61747, 0.46647], [-4.14989, -1.30513, -0.18889], [-3.90641, -2.79835, -0.21419], [-2.64546, -3.03218, -0.84112], [-2.11916, -4.33672, -0.59485], [-0.65261, -4.35923, -0.96917], [0.10572, -3.37667, -0.24720], [0.37143, -3.68454, 1.13093], [0.13087, -2.44059, 1.95461], [-1.21579, -2.06008, 1.67474], [-1.04128, -0.05835, 2.16965], [-1.69268, -1.10429, 3.46350], [-3.74714, -1.49399, 2.22636], [-3.48848, 0.26315, 2.29135], [-5.10772, -1.08739, 0.28979], [-4.18371, -0.90196, -1.20290], [-3.87863, -3.20417, 0.80198], [-4.70660, -3.30007, -0.76610], [-2.25717, -4.57675, 0.46428], [-2.65580, -5.08118, -1.19043], [-0.24576, -5.35818, -0.79494], [-0.51874, -4.10620, -2.02115], [-0.29003, -4.48498, 1.46721], [1.40451, -4.02420, 1.23409], [0.25838, -2.66412, 3.01800], [0.80664, -1.62419, 1.67190], [0.38703, 0.34434, 0.21934], [0.09808, 1.57164, 0.20118], [1.00951, 2.65791, 0.70453], [0.91321, 3.96780, 0.24055], [1.81134, 4.93625, 0.67117], [2.79742, 4.60778, 1.59008], [2.89087, 3.30515, 2.06742], [2.00970, 2.33667, 1.61822], [-1.25885, 2.01141, -0.31287], [-2.15920, 2.68201, 0.51215], [-3.46921, 2.89024, 0.10567], [-3.89444, 2.45921, -1.14542], [-2.99515, 1.82889, -1.99368], [-1.68683, 1.60633, -1.57631], [0.13527, 4.23546, -0.46582], [1.73419, 5.94875, 0.29642], [3.48806, 5.36513, 1.93770], [3.65787, 3.04709, 2.78703], [2.08710, 1.30766, 1.94906], [-1.82794, 3.03518, 1.48270], [-4.16117, 3.40283, 0.76236], [-4.91219, 2.63971, -1.46604], [-3.30179, 1.53060, -2.98927], [-0.98246, 1.13354, -2.25723], [1.83412, 1.59712, -2.97222], [2.30323, 0.43513, -2.24274], [1.78684, -0.79958, -2.28725], [0.36947, -1.43740, -3.31850], [2.48036, -1.56219, -1.41827], [3.44611, -0.80270, -0.77248], [4.38247, -1.10591, 0.20170], [5.19751, -0.06757, 0.62234], [5.07688, 1.22039, 0.09100], [4.13873, 1.51918, -0.88173], [3.32987, 0.47690, -1.30214], [1.07142, 1.27950, -3.67773], [2.66491, 2.04475, -3.51558], [1.42059, 2.32251, -2.27010], [2.24603, -2.52834, -1.26184], [4.48133, -2.10292, 0.60971], [5.94625, -0.25711, 1.37934], [5.72601, 2.00469, 0.45543], [4.02923, 2.52215, -1.27180]]}

=====

Number 1: LUMO level -2.103 eV, E_tot -1343.67486 a.u.. Number 2: LUMO level 2.067 eV, E_tot -2368.97591 a.u.. Number 3: LUMO level -1.914 eV, E_tot -4669.64678 a.u..